The following is a DFT calculation (ωB97M-V/def2-TZVPD) of one molecule with the formula C5H8N2O in a non-equilibrium geometry.

Positions of all 16 atoms, in Å:
C 0.888815 0.358231 1.725504
C -0.934623 0.762413 0.239345
C -0.045682 1.084602 -1.059249
C 0.119424 -1.302926 -0.379745
C -1.009273 -0.682245 0.582553
H 1.405789 -0.224456 0.895419
H -1.755231 1.325757 0.244571
H -0.523894 1.201792 -2.023472
H 0.578826 1.980949 -0.970198
H 1.034159 -0.490441 -2.077569
H -0.352209 -1.983396 -1.021332
H 0.933641 -1.770845 0.196702
H -2.070056 -1.214659 0.727841
N -0.482969 0.263767 1.459158
N 0.726057 -0.230868 -1.191287
O 1.487226 0.922324 2.651758

Atoms 1-2, force components in eV/Å:
C 3.040 -0.426 0.843
C 1.530 -0.395 -4.035

Calculated values
ΔE to the lowest compared entry with this formula, charge and spin: 371.9 kJ/mol
SMILES string: O=CN1[C@@H]2CNC[C@@H]21
charge: 0
max |F|: 4.4 eV/A
calculated total energy: -379.94652 Ha